DFT (ωB97M-V with the def2-TZVPD basis set) results for a 2-piece molecular cluster, Br2O2P overall in a non-equilibrium geometry.

Gap between HOMO and LUMO (spin up / spin down) = 0.189 / 0.189 Ha
Energy relative to the best compared isomer or geometry (same formula, charge and spin) = 1.9410 eV
Molar mass = 222.780 g mol⁻¹
Net charge = -1

Each line ends with the Mulliken charge.
CARTESIAN COORDINATES (ANGSTROEM)
O (-1.273, 0.889, 1.237)  -0.48
O (-0.988, 0.914, -1.272)  -0.48
P (-0.517, 0.407, 0.048)  0.81
Br (-0.652, -1.714, 0.015)  -0.04
Br (3.430, -0.496, -0.028)  -0.81

Atoms 1-2, force components in eV/Å:
O 2.132 -0.135 0.194
O 2.041 -0.148 0.360